Entry 1:
56
Properties=species:S:1:pos:R:3 method="wB97M-V/def2-TZVPD" homo_energy_ev=-8.8550 energy_ha=-1171.195864 gap_ev=8.947 charge=0 de_lowest_kj_mol=451.6 lumo_energy_ev=0.09
C 2.34 -0.78 2.79
C 1.23 0.25 2.40
N 1.32 1.01 1.17
C 2.41 1.98 1.09
C 2.46 2.33 -0.53
C 2.09 0.94 -1.10
C 1.23 0.21 -0.08
C -0.17 0.09 -0.52
H 3.43 -0.26 2.84
H 2.40 -1.59 2.08
H 2.10 -1.09 3.72
H 0.32 -0.32 2.53
H 1.10 1.06 3.15
H 3.43 1.76 1.13
H 2.22 2.95 1.53
H 1.82 3.22 -0.69
H 3.54 2.58 -0.82
H 1.59 1.13 -2.11
H 3.07 0.41 -1.32
H 1.59 -0.89 0.08
H -0.54 -0.90 -0.66
H -0.39 0.44 -1.61
H -0.86 0.61 0.16
O -0.90 -0.10 -4.61
H -1.40 0.51 -4.07
H -0.22 -0.42 -3.99
O -1.35 3.30 1.91
H -2.06 2.71 2.14
H -0.69 2.83 1.53
O -1.41 -2.98 -0.39
H -0.77 -2.77 -1.06
H -1.88 -3.61 -0.95
O -2.49 -1.78 2.05
H -2.64 -2.63 1.65
H -2.28 -1.24 1.32
O 0.43 -3.44 1.63
H -0.17 -3.09 2.22
H -0.10 -3.48 0.73
O 0.47 -2.40 -2.22
H 1.17 -2.47 -1.58
H 0.88 -2.13 -3.00
O -0.97 3.15 -0.67
H -0.25 2.73 -0.14
H -1.73 3.08 0.09
O -3.06 1.46 1.72
H -3.23 1.67 0.79
H -3.10 0.54 1.71
O -3.64 -0.48 -1.16
H -3.54 0.37 -1.80
H -2.86 -0.97 -1.58
O -2.21 1.66 -2.52
H -1.77 2.40 -1.94
H -2.79 2.27 -3.15
O 2.27 -2.99 -0.25
H 2.72 -3.84 -0.31
H 1.83 -2.98 0.65

---

Entry 2:
21
Properties=species:S:1:pos:R:3 method="wB97M-V/def2-TZVPD" homo_energy_ev="-9.9651 / -9.9285" energy_ha=-2279.755626 gap_ev="6.849 / 7.197" charge=0 multiplicity=2 de_lowest_kj_mol=0.5 lumo_energy_ev="-3.12 / -2.73"
Ir 0.88 -0.09 1.99
Cl -0.97 -1.48 -4.89
C -0.84 -1.01 -3.23
C -1.91 -0.37 -2.60
C -1.80 0.00 -1.27
Cl -3.17 0.79 -0.57
C -0.65 -0.24 -0.51
O -0.58 0.12 0.75
C 0.41 -0.89 -1.19
C 1.67 -1.21 -0.54
O 2.00 -0.98 0.63
C 0.31 -1.27 -2.53
H -2.82 -0.17 -3.14
H 2.40 -1.72 -1.18
H 1.14 -1.77 -3.02
O 2.19 -0.35 3.14
O 0.24 2.92 2.43
Cl 0.36 2.16 3.64
O 1.74 2.00 4.00
O -0.35 2.78 4.71
O -0.24 0.81 3.40

---

Entry 3:
11
Properties=species:S:1:pos:R:3 method="wB97M-V/def2-TZVPD" homo_energy_ev="-8.3330 / -8.3347" energy_ha=-322.959879 gap_ev="5.216 / 5.218" charge=0 de_lowest_kj_mol=411.5 lumo_energy_ev="-3.12 / -3.12"
C -5.05 0.01 0.05
C 1.91 -0.04 0.00
C 1.11 -1.19 0.01
C 1.22 1.17 -0.03
C -1.14 0.09 -0.03
C -0.20 -0.85 -0.01
C -0.12 0.94 -0.03
N -3.90 0.02 0.04
H 2.99 -0.09 0.01
H 1.50 -2.19 0.03
H 1.68 2.14 -0.04

---

Entry 4:
17
Properties=species:S:1:pos:R:3 method="wB97M-V/def2-TZVPD" homo_energy_ev="-22.1483 / -22.1483" energy_ha=-1259.710289 gap_ev="7.334 / 7.442" charge=+3 multiplicity=4 lumo_energy_ev="-14.81 / -14.71"
O 0.00 0.00 -4.87
C 0.00 0.00 -3.73
Nd 0.00 0.00 1.27
O 1.74 -2.22 -1.01
C 1.18 -1.51 -0.30
C -1.19 1.51 -0.29
O -1.74 2.23 -1.02
C -1.51 -1.19 -0.30
O -2.22 -1.74 -1.01
C 1.52 1.19 -0.30
O 2.22 1.74 -1.01
C 0.00 0.00 6.24
C 0.00 0.00 4.80
N 0.00 0.00 3.63
H 0.89 -0.52 6.61
H -0.89 -0.52 6.61
H 0.00 1.03 6.62

---

Entry 5:
71
Properties=species:S:1:pos:R:3 method="wB97M-V/def2-TZVPD" homo_energy_ev=-9.9800 energy_ha=-1999.724034 gap_ev=9.611 charge=0 lumo_energy_ev=-0.37
C -1.27 -0.04 -1.24
C -1.61 0.48 -2.75
I -3.49 1.68 -2.55
C -0.51 1.51 -3.40
C 0.90 0.81 -3.87
C 2.08 1.70 -3.16
O 2.26 3.03 -3.09
O 3.06 0.86 -2.43
C 2.68 -0.53 -2.72
C 1.23 -0.74 -3.49
N 1.62 -1.41 -4.82
H -1.45 0.82 -0.46
H -0.19 -0.47 -1.09
H -2.07 -0.89 -0.99
H -1.89 -0.37 -3.51
H -0.37 2.46 -2.70
H -1.01 1.95 -4.39
H 1.00 1.07 -5.02
H 3.61 -1.11 -3.19
H 2.60 -1.03 -1.65
H 0.41 -1.42 -2.99
H 1.48 -2.45 -4.67
H 0.93 -1.16 -5.57
O -1.55 -1.60 1.28
H -1.37 -2.51 1.55
H -2.16 -1.27 1.96
O -1.30 4.25 -0.75
H -0.78 4.50 -1.52
H -2.07 3.79 -1.12
O -1.59 -2.74 -3.99
H -0.87 -2.22 -4.39
H -1.20 -3.10 -3.19
O 4.97 2.55 -5.09
H 5.13 3.49 -5.31
H 4.48 2.59 -4.26
O -1.78 -0.99 4.35
H -1.80 -0.52 5.20
H -1.03 -1.60 4.43
O 3.15 -1.48 0.84
H 3.06 -1.09 1.72
H 3.16 -0.71 0.25
O -4.88 -2.20 4.88
H -4.85 -2.94 4.25
H -4.10 -1.67 4.66
O -4.04 -2.41 8.04
H -4.22 -2.37 7.09
H -3.69 -3.30 8.17
O 0.69 3.42 1.81
H 0.38 3.18 0.93
H 1.40 4.06 1.65
O -3.69 -4.97 9.23
H -3.51 -5.89 9.50
H -4.30 -4.64 9.90
O -2.48 3.42 2.65
H -1.56 3.61 2.87
H -2.52 3.50 1.68
O 5.93 1.70 -0.99
H 6.46 1.94 -1.77
H 5.17 1.23 -1.36
O 0.46 5.25 4.20
H 0.49 4.52 3.57
H 1.24 5.78 3.98
O -4.08 -4.26 -4.82
H -3.62 -4.50 -5.63
H -3.37 -3.92 -4.25
O 2.72 2.45 3.71
H 2.14 1.96 3.12
H 2.34 2.30 4.59
O 2.77 -3.73 -1.60
H 2.75 -3.26 -0.75
H 3.52 -4.34 -1.51

---

Entry 6:
16
Properties=species:S:1:pos:R:3 method="wB97M-V/def2-TZVPD" homo_energy_ev="-3.8562 / -4.5437" energy_ha=-3193.211854 gap_ev="7.216 / 5.611" charge=-1 multiplicity=3 lumo_energy_ev="3.36 / 1.07"
C -0.28 0.63 0.01
C -0.45 -0.51 0.63
C -0.05 0.77 -1.43
C -0.64 -1.89 0.11
C 2.74 4.21 1.09
C -0.57 -2.37 -1.03
C -0.27 -0.13 -2.33
O 3.61 4.06 0.35
O 2.00 4.39 1.93
F -0.86 -2.76 1.25
F -0.28 -0.39 -3.60
Br 0.94 3.87 -1.34
H -0.18 1.39 0.68
H -0.58 -0.63 1.65
H 0.38 1.82 -1.59
H -0.51 -3.38 -1.48

---

Entry 7:
31
Properties=species:S:1:pos:R:3 method="wB97M-V/def2-TZVPD" homo_energy_ev=-8.0144 energy_ha=-10026.578098 gap_ev=6.890 charge=0 de_lowest_kj_mol=14.1 lumo_energy_ev=-1.12
Y -1.58 -1.48 0.76
Se -2.26 -1.46 3.34
Te -1.90 -3.91 2.69
Te -3.71 -4.13 0.69
Se -2.37 -3.21 -1.24
Br -4.55 -0.13 0.79
C -3.35 1.14 -0.02
C -3.83 2.38 -0.49
C -2.91 3.29 -0.95
C -1.58 2.91 -1.03
C -1.19 1.68 -0.57
N -2.09 0.77 -0.12
H -4.90 2.60 -0.47
H -3.20 4.27 -1.31
H -0.86 3.59 -1.40
H -0.17 1.34 -0.62
F 2.55 0.12 2.85
C 2.61 -1.16 2.55
F 3.88 -1.58 2.44
F 2.03 -1.92 3.52
S 1.80 -1.48 0.88
O 0.57 -0.59 0.79
O 1.39 -2.86 0.91
N 2.83 -1.19 -0.20
S 3.76 -0.16 -0.99
O 3.88 1.11 -0.33
O 4.90 -0.88 -1.46
C 2.78 0.15 -2.48
F 3.55 0.73 -3.39
F 2.19 -0.93 -3.01
F 1.74 1.00 -2.13

---

Entry 8:
17
Properties=species:S:1:pos:R:3 method="wB97M-V/def2-TZVPD" homo_energy_ev=-15.3384 energy_ha=-1321.874659 gap_ev=3.769 charge=+2 de_lowest_kj_mol=1097.4 lumo_energy_ev=-11.57
Ca -0.08 0.86 1.24
C -0.17 1.91 2.79
O -0.22 2.56 3.74
C 1.79 0.75 1.55
O 2.92 0.70 1.77
C 0.19 2.42 0.17
O 0.35 3.38 -0.45
C -0.35 -0.72 2.27
O -0.52 -1.66 2.91
C -0.32 -2.00 -3.02
H -0.99 -2.80 -2.71
H -0.73 -1.28 -3.72
C 1.04 -2.13 -2.86
H 1.73 -1.51 -3.43
H 1.47 -3.03 -2.42
O -3.60 1.35 1.06
C -2.49 1.20 1.12

---

Entry 9:
17
Properties=species:S:1:pos:R:3 method="wB97M-V/def2-TZVPD" homo_energy_ev=-9.5197 energy_ha=-1529.942486 gap_ev=8.695 charge=0 lumo_energy_ev=-0.82
C 0.71 -1.49 -2.75
C 0.78 -0.74 -1.44
O 1.82 -0.91 -0.81
O -0.29 0.00 -1.06
C -0.38 0.38 0.26
C -1.02 -0.47 1.18
I -1.89 -2.45 0.63
C -1.07 -0.05 2.51
N -0.62 1.13 2.91
C -0.03 1.97 2.02
Cl 0.53 3.49 2.63
C 0.10 1.65 0.67
I 0.86 3.19 -0.79
H 1.69 -1.64 -3.16
H 0.23 -2.46 -2.58
H 0.12 -0.88 -3.45
H -1.55 -0.72 3.24

---

Entry 10:
22
Properties=species:S:1:pos:R:3 method="wB97M-V/def2-TZVPD" homo_energy_ev="-1.1805 / -1.1908" energy_ha=-11515.429987 gap_ev="4.647 / 4.666" charge=-2 multiplicity=5 de_lowest_kj_mol=17.6 lumo_energy_ev="3.47 / 3.48"
Cr 0.34 -0.46 -0.11
Se 4.55 -0.19 2.21
Sb 3.10 -1.74 0.99
Se 2.48 -0.83 -1.27
Se 0.80 -1.72 1.96
Se 3.93 -4.04 0.75
O -0.75 1.27 0.55
C -1.75 1.89 0.26
C -2.68 1.50 -0.78
C -3.79 2.29 -1.03
C -4.68 1.93 -2.01
C -4.48 0.76 -2.77
C -3.40 -0.02 -2.55
C -2.42 0.30 -1.54
O -1.42 -0.44 -1.35
N -5.84 2.76 -2.26
O -6.61 2.42 -3.15
O -5.99 3.78 -1.60
H -1.99 2.83 0.80
H -3.97 3.19 -0.45
H -5.21 0.51 -3.54
H -3.22 -0.92 -3.13

---

Entry 11:
16
Properties=species:S:1:pos:R:3 method="wB97M-V/def2-TZVPD" homo_energy_ev=-7.2541 energy_ha=-608.316095 gap_ev=6.231 charge=0 de_lowest_kj_mol=464.7 lumo_energy_ev=-1.02
C 2.45 -0.34 -0.28
C 1.81 0.85 -0.45
C 1.70 -1.50 0.03
C 0.39 1.00 -0.19
C -0.13 -0.25 0.08
C -2.36 -1.16 -0.08
C -2.03 1.13 0.50
N 0.40 -1.46 0.07
N -0.29 2.09 -0.20
N -1.63 -0.20 0.20
O -3.17 -1.96 -0.34
F -3.13 1.59 -0.06
H 3.49 -0.54 -0.32
H 2.45 1.80 -0.57
H 2.06 -2.43 0.14
H -2.01 1.38 1.47

---

Entry 12:
13
Properties=species:S:1:pos:R:3 method="wB97M-V/def2-TZVPD" homo_energy_ev=-9.7232 energy_ha=-378.437417 gap_ev=10.139 charge=0 de_lowest_kj_mol=218.5 lumo_energy_ev=0.42
C 0.35 -0.43 2.50
C -0.36 0.15 1.68
C -1.08 1.00 0.68
N -0.20 1.97 -0.04
C -0.67 0.95 -0.74
C 0.12 -0.16 -1.19
C 0.71 -1.13 -1.60
C 1.16 -2.46 -1.94
N 1.72 -3.43 -2.23
H 0.94 -1.00 3.21
H -2.12 1.23 0.86
H 0.79 1.90 0.35
H -1.35 1.41 -1.53

---

Entry 13:
18
Properties=species:S:1:pos:R:3 method="wB97M-V/def2-TZVPD" homo_energy_ev="-17.2581 / -18.1343" energy_ha=-806.699930 gap_ev="8.578 / 5.595" charge=+2 multiplicity=3 lumo_energy_ev="-8.68 / -12.54"
Pd 0.03 -0.08 -0.05
O 2.24 -2.06 -2.93
C 1.64 -1.52 -2.13
C -1.77 0.44 -0.33
O -2.86 0.75 -0.54
C 0.78 0.42 1.63
O 1.27 0.70 2.64
C 0.57 1.63 -0.72
O 0.90 2.65 -1.14
N -1.44 -1.85 1.88
C -1.67 -3.16 2.14
C -0.98 -3.90 1.20
C -0.33 -3.00 0.35
N -0.61 -1.74 0.77
H -1.79 -1.03 2.37
H -2.26 -3.48 2.93
H -0.94 -4.96 1.11
H 0.30 -3.20 -0.50

---

Entry 14:
16
Properties=species:S:1:pos:R:3 method="wB97M-V/def2-TZVPD" homo_energy_ev="-8.8175 / -8.8229" energy_ha=-1250.070939 gap_ev="7.452 / 7.459" charge=0 de_lowest_kj_mol=140.9 lumo_energy_ev="-1.37 / -1.36"
C 2.41 -1.57 -0.57
C 1.59 1.84 0.54
C -2.20 -0.51 -0.31
C -1.73 0.53 -1.03
C 1.18 -1.83 0.00
C 0.21 1.52 0.58
C 0.27 -0.87 0.34
N 3.41 -1.34 -1.02
N 2.73 1.99 0.63
O -0.44 1.65 1.75
S -1.25 -1.21 0.97
S -0.54 1.75 -0.95
H -3.00 -1.19 -0.77
H -2.24 0.67 -2.00
H 0.95 -2.83 0.06
H -1.33 1.40 1.79

---

Entry 15:
18
Properties=species:S:1:pos:R:3 method="wB97M-V/def2-TZVPD" homo_energy_ev=-8.9044 energy_ha=-3273.240719 gap_ev=7.539 charge=0 de_lowest_kj_mol=122.6 lumo_energy_ev=-1.37
C 0.81 1.40 0.53
C 1.49 0.32 0.80
C 1.83 -0.82 -0.14
Br 3.69 -0.91 -0.34
C 0.99 -1.37 -1.06
N -0.36 -1.20 -1.28
C -1.45 -1.29 -0.67
C -2.70 -0.98 -1.36
O -2.72 -0.64 -2.52
C -1.46 -1.96 0.73
F -2.43 -2.85 0.76
F -0.33 -2.57 1.01
F -1.68 -1.11 1.74
H 0.47 1.77 -0.43
H 0.58 2.15 1.27
H 1.96 0.20 1.80
H 1.56 -2.03 -1.89
H -3.58 -1.34 -0.67

---

Entry 16:
18
Properties=species:S:1:pos:R:3 method="wB97M-V/def2-TZVPD" homo_energy_ev="-8.2309 / -9.5490" energy_ha=-1842.657700 gap_ev="8.606 / 7.994" charge=0 multiplicity=3 lumo_energy_ev="0.38 / -1.56"
C -1.15 -1.19 1.06
C -0.45 -2.23 1.68
C 0.84 -0.43 -0.15
C -0.51 -0.33 0.19
C 0.91 -2.36 1.26
C 1.52 -1.47 0.44
C 0.50 2.95 -2.04
N -1.12 0.73 -0.50
F -0.17 3.94 -2.58
F 1.63 3.57 -1.69
S -2.70 1.02 -0.47
Cl 1.80 -3.64 2.08
Cl 3.22 -1.69 0.10
H -2.16 -1.05 1.33
H -0.80 -2.77 2.56
H 1.23 0.44 -0.75
H -0.07 2.43 -1.25
H -2.50 2.07 -1.26

---

Entry 17:
15
Properties=species:S:1:pos:R:3 method="wB97M-V/def2-TZVPD" homo_energy_ev=-8.8170 energy_ha=-839.400029 gap_ev=9.565 charge=0 de_lowest_kj_mol=116.8 lumo_energy_ev=0.75
Cl -3.55 -0.55 0.02
C -1.89 -0.16 -0.18
C -1.49 1.24 -0.13
C -0.15 1.56 -0.01
C 0.80 0.57 0.01
C 2.27 0.48 0.04
N 2.59 -0.83 -0.09
N 1.49 -1.53 -0.07
C 0.34 -0.78 0.01
C -1.06 -1.17 -0.02
H -2.36 1.89 -0.21
H 0.25 2.59 0.35
H 2.99 1.37 -0.02
H 1.39 -2.51 0.15
H -1.61 -2.20 0.15

---

Entry 18:
19
Properties=species:S:1:pos:R:3 method="wB97M-V/def2-TZVPD" homo_energy_ev=-8.0600 energy_ha=-1471.029083 gap_ev=8.068 charge=0 de_lowest_kj_mol=29.4 lumo_energy_ev=0.01
F -2.86 1.23 -1.33
C -1.57 0.81 -0.91
C -0.86 -0.13 -1.68
C 0.39 -0.51 -1.23
C 0.98 0.21 -0.17
N 2.21 -0.13 0.26
S 3.33 1.15 0.99
S 3.03 -1.38 -0.45
C 0.27 1.16 0.52
C -1.04 1.46 0.19
F -1.70 2.45 0.84
H -1.42 -0.45 -2.47
H 0.79 -1.27 -1.83
H 3.00 0.77 2.33
H 3.94 -1.57 0.57
H 0.73 1.64 1.26
O -4.14 -2.15 0.90
C -3.07 -1.81 1.01
O -2.01 -1.47 1.19

---

Entry 19:
20
Properties=species:S:1:pos:R:3 method="wB97M-V/def2-TZVPD" homo_energy_ev=-9.5080 energy_ha=-1591.242311 gap_ev=8.543 charge=0 de_lowest_kj_mol=159.5 lumo_energy_ev=-0.96
C -0.36 -0.66 -0.91
C -0.85 0.67 -0.56
C 0.61 -1.24 -0.13
C -0.24 1.41 0.39
C 1.20 -0.46 0.90
C 0.82 0.86 1.07
C -1.95 2.85 3.33
O 2.60 1.44 2.92
O -1.44 0.47 5.06
O 0.11 1.00 3.39
F -2.07 3.87 4.22
F -0.94 3.26 2.51
F 0.27 2.27 5.36
S 1.36 1.95 2.42
S -0.88 1.58 4.35
H -0.84 -1.30 -1.60
H -1.52 1.18 -1.18
H 0.98 -2.19 -0.22
H -0.50 2.46 0.44
H 1.80 -1.00 1.57

---

Entry 20:
18
Properties=species:S:1:pos:R:3 method="wB97M-V/def2-TZVPD" homo_energy_ev=-4.7975 energy_ha=-1003.254143 gap_ev=8.470 charge=-1 de_lowest_kj_mol=0.0 lumo_energy_ev=3.67
O 4.04 -0.31 0.00
S 2.88 0.54 -0.03
O 2.55 1.14 -1.29
O 2.63 1.33 1.15
N 1.27 -0.88 0.12
C 0.79 -2.21 0.17
N -0.49 -2.36 0.09
C -0.98 -1.09 0.01
C -2.30 -0.67 -0.10
C -2.55 0.68 -0.12
C -1.49 1.60 -0.04
C -0.17 1.20 0.03
C 0.10 -0.16 0.05
H 1.49 -3.02 0.24
H -3.09 -1.41 -0.15
H -3.57 1.04 -0.20
H -1.73 2.65 -0.03
H 0.62 1.93 0.10

---

Entry 21:
20
Properties=species:S:1:pos:R:3 method="wB97M-V/def2-TZVPD" homo_energy_ev=-10.3458 energy_ha=-1419.614102 gap_ev=10.052 charge=0 lumo_energy_ev=-0.29
C -2.02 -0.27 -2.12
C -1.39 -0.78 -1.24
C -0.60 -1.25 -0.11
C 0.51 -0.25 0.25
O 1.19 0.12 -0.97
C 2.03 -0.77 -1.39
N 2.82 -1.52 -1.73
O -0.07 0.86 0.86
C 0.06 2.08 0.23
O 1.05 2.71 0.21
N -1.17 2.55 -0.36
C -2.18 2.34 0.31
S -3.45 2.09 1.14
P 1.64 -1.03 1.58
O 1.60 -0.23 2.82
H -2.59 0.30 -2.80
H -1.27 -1.32 0.75
H -0.19 -2.23 -0.34
H 1.07 -2.29 1.82
H 2.95 -1.11 1.08

---

Entry 22:
17
Properties=species:S:1:pos:R:3 method="wB97M-V/def2-TZVPD" homo_energy_ev=-8.9545 energy_ha=-584.393481 gap_ev=8.929 charge=0 de_lowest_kj_mol=322.9 lumo_energy_ev=-0.03
O -1.23 -1.59 1.11
C -0.54 -0.69 0.73
C -0.72 -0.30 -0.91
C -1.66 -0.71 -1.86
C -1.33 -0.02 -2.98
C -0.20 0.71 -2.69
O 0.17 0.48 -1.48
N 0.40 -0.02 1.49
C 0.90 -0.32 2.75
C 1.87 0.57 2.92
N 1.98 1.34 1.80
N 1.09 0.97 0.96
H -2.42 -1.37 -1.62
H -1.75 0.06 -4.00
H 0.32 1.26 -3.40
H 0.64 -1.06 3.45
H 2.48 0.69 3.75